(1)
Molecular formula: C10H14ClFeO3PS2Te
Method: DFT, the ωB97M-V functional and the def2-TZVPD basis

CARTESIAN COORDINATES (ANGSTROEM)
Fe: -0.20560 -0.13269 -0.60353
S: -0.02401 -0.64501 1.76542
C: -1.02438 -2.06186 1.97181
C: -1.18678 -2.60979 3.25333
C: -1.94698 -3.74552 3.48800
C: -2.57778 -4.37884 2.42310
C: -2.43306 -3.85468 1.14583
C: -1.67424 -2.70742 0.88891
S: -1.53586 -2.12548 -0.76212
H: -0.68813 -2.11275 4.07826
H: -2.04330 -4.13360 4.49751
H: -3.17544 -5.27091 2.58212
H: -2.91868 -4.33688 0.30410
C: 5.50949 0.23974 -1.55333
C: 4.89603 -1.11753 -1.83800
O: 3.72385 -0.98752 -2.64357
P: 2.30403 -0.89462 -1.83508
O: 2.41493 0.02074 -0.66885
Te: 0.58821 -0.37015 -3.36484
O: 2.15553 -2.37770 -1.22485
C: 1.66986 -3.49191 -1.97306
C: 1.41104 -4.61433 -0.99377
H: 6.43754 0.12765 -0.98504
H: 4.80602 0.83925 -0.97776
H: 5.73022 0.75784 -2.48874
H: 4.65567 -1.63035 -0.90278
H: 5.58789 -1.75022 -2.40132
H: 2.40935 -3.76831 -2.73455
H: 0.74001 -3.20762 -2.47039
H: 2.31192 -4.84945 -0.42239
H: 1.08724 -5.51092 -1.52874
H: 0.62187 -4.31145 -0.30473
Cl: -1.07227 2.05199 -0.68466

Summary:
charge: -2
orbital gap (spin up / spin down): 0.189 / 0.195 Ha
HOMO level (spin up / spin down): -0.59 / -0.77 eV
⟨S²⟩: 6.0141
spin multiplicity: 5
E: -3745.0724 Ha

=====

(2)
Molecular formula: C10H14FI2N2
Method: DFT, the ωB97M-V functional and the def2-TZVPD basis

CARTESIAN COORDINATES (ANGSTROEM)
C: -1.49539 1.09755 1.87756
C: -2.32027 0.49241 0.96654
C: -0.24445 0.01012 0.53006
C: 2.73861 0.14793 -1.68185
C: 2.31127 -1.27374 -2.05870
C: 1.54328 0.73856 -1.03208
C: 0.90213 -1.52414 -1.31658
C: 0.92703 -0.40156 -0.26492
C: 0.96955 0.87107 2.54286
C: -5.14334 0.14522 0.53470
N: -0.22591 0.70903 1.64134
N: -1.50295 -0.19118 0.08236
F: -5.54055 0.57220 1.66695
I: -5.29110 -1.89504 0.16596
I: -5.21204 1.41624 -1.09325
H: -1.88567 1.66599 2.71086
H: 3.48455 0.07175 -0.79565
H: 3.24405 0.66146 -2.47871
H: 2.41315 -1.63250 -3.14326
H: 2.99221 -1.85456 -1.59654
H: 1.81549 1.43630 -0.33450
H: 0.86820 1.34935 -1.64968
H: 0.17048 -1.36184 -2.03296
H: 0.89234 -2.52056 -0.96716
H: 1.82926 -0.65411 0.35643
H: 0.41361 0.93996 3.46690
H: 1.50400 -0.18704 2.45776
H: 1.67027 1.63351 2.29828
H: -1.82782 -0.46238 -0.85273

Summary:
charge: +1
orbital gap (spin up / spin down): 0.240 / 0.243 Ha
HOMO level (spin up / spin down): -11.76 / -11.81 eV
spin multiplicity: 1
E: -1193.7745 Ha

=====

(3)
Molecular formula: C10H14FNO4S
Method: DFT, the ωB97M-V functional and the def2-TZVPD basis

CARTESIAN COORDINATES (ANGSTROEM)
C: 2.53200 -0.48478 -4.27092
H: 3.26917 -0.55687 -5.06883
O: 2.24087 -1.80902 -3.88623
C: 1.12186 -1.94022 -3.04899
C: 1.36142 -1.46294 -1.60621
N: 0.19881 -1.65814 -0.76917
S: -1.09092 -0.60237 -1.01216
O: -2.23979 -1.36536 -1.40705
O: -0.65645 0.48582 -1.83577
C: -1.32910 -0.02164 0.66247
C: -0.58487 1.04736 1.10098
C: -0.69917 1.51596 2.41550
C: -1.60132 0.83761 3.24300
C: -2.35105 -0.23702 2.79311
C: -2.21832 -0.67922 1.49100
H: -2.79516 -1.50239 1.10530
H: -3.03204 -0.70887 3.48380
F: -1.78584 1.20694 4.53407
O: 0.08107 2.56914 2.72880
C: 0.02771 3.14654 4.01988
H: 0.33409 2.43747 4.79234
H: -0.96967 3.52764 4.25038
H: 0.73301 3.97523 3.98979
H: 0.08704 1.54938 0.42522
H: -0.14025 -2.60901 -0.78090
H: 1.56111 -0.39113 -1.59874
H: 2.21089 -1.99389 -1.16781
H: 0.88760 -3.00969 -3.04340
H: 0.25983 -1.38839 -3.45235
H: 1.63566 0.02333 -4.64205
H: 2.95181 0.09854 -3.44504

Summary:
orbital gap: 0.359 Ha
SMILES: COCCNS(=O)(=O)c1ccc(F)c(OC)c1
HOMO level: -9.09 eV
spin multiplicity: 1
E: -1243.1634 Ha

=====

(4)
Molecular formula: C10H14InO5
Method: DFT, the ωB97M-V functional and the def2-TZVPD basis

CARTESIAN COORDINATES (ANGSTROEM)
In: 0.51400 -0.37406 -1.05557
C: -1.78731 -1.59886 -1.00871
O: -2.79323 -2.06875 -0.79800
C: 0.78223 -2.34645 -2.89804
O: 0.92291 -3.17862 -3.66337
C: 1.38310 -2.16941 0.46510
O: 1.68007 -2.79351 1.33033
C: -0.50381 0.91053 -2.89593
O: -0.97088 1.54031 -3.75661
C: 2.44783 0.86822 -0.97357
H: 2.00582 1.85732 -1.22469
H: 2.68144 0.71179 0.10314
C: 2.73205 -0.09505 -1.95219
H: 3.21610 -1.06296 -1.72613
H: 2.54305 0.05830 -3.03136
C: -1.93919 1.88253 0.19355
C: -0.57043 1.68540 0.84543
O: -0.20202 0.28039 1.00213
C: -1.02492 -0.59118 1.85099
C: -0.37549 -0.45560 3.22154
H: -2.03334 1.48167 -0.84020
H: -2.07905 2.97411 0.13091
H: -2.72694 1.44658 0.83169
H: 0.21015 2.05556 0.15193
H: -0.45587 2.11493 1.85800
H: -2.08195 -0.25538 1.77698
H: -0.93282 -1.61918 1.44989
H: -0.38429 0.61218 3.51097
H: -0.93414 -1.07885 3.92829
H: 0.67692 -0.79194 3.17352

Summary:
charge: +3
orbital gap: 0.312 Ha
HOMO level: -22.01 eV
spin multiplicity: 1
E: -954.4803 Ha

=====

(5)
Molecular formula: C10H14N
Method: DFT, the ωB97M-V functional and the def2-TZVPD basis

CARTESIAN COORDINATES (ANGSTROEM)
C: -1.17666 -1.49839 -0.09051
C: -1.60216 0.73819 0.68464
C: 1.43812 -1.69951 -0.00488
C: 0.12657 -1.17793 -0.20379
C: -2.09327 -0.40082 0.15217
C: -0.13455 0.97879 0.96304
C: 0.58485 0.27077 -0.14170
C: -3.55584 -0.60672 -0.07346
C: 0.75658 1.01754 -1.42434
C: 3.40812 -0.21303 0.50243
N: 2.08177 -0.59062 0.20865
H: -1.53658 -2.51497 -0.09666
H: -2.27650 1.52477 0.98568
H: 1.84599 -2.69843 0.02417
H: 0.09063 2.04490 0.99116
H: 0.10175 0.55274 1.94216
H: -4.10802 0.31175 0.10041
H: -3.93811 -1.37352 0.59941
H: -3.74133 -0.93498 -1.09430
H: 1.45315 1.84512 -1.30702
H: -0.21105 1.43293 -1.70664
H: 1.09632 0.36694 -2.22694
H: 3.77849 0.47044 -0.26468
H: 4.05410 -1.09058 0.55242
H: 3.43003 0.32287 1.45528

Summary:
charge: +1
orbital gap: 0.295 Ha
SMILES: CC1=CC[C@]2(C)C(=C1)C=[N+]2C
HOMO level: -12.65 eV
spin multiplicity: 1
E: -443.8846 Ha

=====

(6)
Molecular formula: C10H14N2O
Method: DFT, the ωB97M-V functional and the def2-TZVPD basis

CARTESIAN COORDINATES (ANGSTROEM)
C: -1.59207 -2.51392 -2.08527
C: -1.21304 -1.21297 -2.38911
C: -1.36325 -3.00783 -0.81232
C: -0.63126 -0.40802 -1.43229
C: -0.77962 -2.20865 0.15109
C: -0.42365 -0.88055 -0.12696
C: 2.52204 1.94313 -0.46856
C: 2.32033 0.68679 -0.17823
C: 0.21156 1.91937 2.33778
C: 0.13221 -0.05608 0.94045
N: -1.22513 1.89761 0.42760
N: -0.41676 1.15090 1.28710
O: 0.68896 -0.67786 2.02558
H: -2.06334 -3.13385 -2.83458
H: -1.37051 -0.82660 -3.38517
H: -1.65741 -4.01509 -0.56279
H: -0.29897 0.58323 -1.70056
H: -0.64515 -2.59934 1.15069
H: 3.42307 2.31216 -0.96510
H: 1.81063 2.72085 -0.22896
H: 2.97577 -0.14398 -0.38154
H: 0.04040 2.97497 2.13683
H: -0.22542 1.66447 3.30713
H: 1.28181 1.70886 2.35959
H: -0.68326 2.30782 -0.33369
H: -1.94378 1.30144 0.02768
H: 1.12586 -1.48686 1.73360

Summary:
orbital gap (spin up / spin down): 0.253 / 0.253 Ha
HOMO level (spin up / spin down): -6.57 / -6.56 eV
spin multiplicity: 1
E: -574.0249 Ha